[1]
{"formula": "C12H17Cl2F5O2Pd", "method": "ωB97M-V with the def2-TZVPD basis set", "elements": ["C", "C", "C", "C", "C", "C", "C", "C", "C", "C", "Pd", "Cl", "Cl", "O", "H", "H", "H", "H", "H", "H", "H", "H", "H", "H", "H", "H", "H", "H", "H", "H", "O", "H", "F", "C", "F", "C", "F", "F", "F"], "positions_angstrom": [[0.36720, -1.21867, -1.57297], [1.21793, -0.08700, -1.76332], [0.41215, 1.09532, -1.76076], [2.67036, -0.10667, -1.88007], [-0.94000, 0.68381, -1.62223], [-0.97482, -0.72945, -1.50482], [-2.18047, -1.54784, -1.30178], [0.83371, -2.61002, -1.41721], [0.88122, 2.49332, -1.91515], [-2.11718, 1.58566, -1.66177], [0.19756, -0.65894, 1.93785], [3.46616, 1.37644, 0.26633], [2.17910, -1.86385, 1.93770], [-1.43590, 0.35119, 1.41390], [3.08376, -1.10223, -1.69097], [3.10680, 0.60672, -0.98590], [3.02493, 0.31608, -2.82572], [1.79943, 2.67307, -1.34314], [0.12067, 3.18722, -1.56082], [1.08319, 2.71822, -2.97003], [-1.89473, 2.55414, -1.20427], [-2.95557, 1.12696, -1.12669], [-2.42819, 1.75819, -2.70164], [-2.97490, -0.92323, -0.88095], [-1.93180, -2.34552, -0.58041], [-2.52116, -1.97905, -2.25330], [1.79008, -2.62676, -0.86487], [0.97380, -3.08404, -2.39586], [0.10755, -3.17506, -0.82040], [-1.38671, 1.24366, 1.80604], [-0.73194, -2.27248, 1.16253], [-1.52913, -2.39093, 1.71505], [0.96026, 1.71017, 3.26073], [0.52068, 0.48831, 3.66970], [1.46631, -0.07447, 4.46060], [-0.78231, 0.66263, 4.53829], [-0.43484, 1.08495, 5.77415], [-1.59743, 1.59597, 3.98998], [-1.44575, -0.51583, 4.67224]], "forces_ev_per_angstrom": [[0.4676, 0.7649, 0.4314], [1.2238, 0.0010, -0.1597], [-0.2057, -0.7041, -0.2603], [-1.5167, -1.2802, -1.1735], [0.0359, -1.1585, 0.0220], [-0.0963, 1.4658, -0.0935], [-0.2453, -0.3301, 0.1309], [0.0389, -0.2252, 0.3922], [0.1834, 0.0548, 0.1470], [-0.2737, -0.0946, 0.1433], [1.4220, 0.4426, -0.4012], [0.8448, 1.4069, 1.5907], [1.6288, -0.8917, -0.1712], [-1.9458, 2.1927, -0.6373], [0.0126, 0.1863, -0.1794], [-0.1585, -0.3403, -0.4713], [0.2228, 0.3003, 0.2471], [-0.1085, -0.1518, -0.1094], [-0.0151, 0.0695, -0.0413], [0.0213, 0.0076, 0.0078], [-0.0968, -0.1473, -0.0093], [0.1705, 0.2196, -0.0139], [-0.0177, 0.0809, 0.0534], [0.0763, -0.2473, -0.0084], [-0.1719, 0.3288, -0.2074], [-0.0717, -0.0257, 0.0238], [-0.4082, -0.0033, -0.1714], [0.0229, -0.0343, -0.0473], [0.1951, 0.1035, -0.0910], [-0.1749, -0.6290, -0.3558], [-1.3174, -1.7533, 0.5187], [0.3415, 0.2062, -0.5616], [0.2359, 0.9101, 0.4758], [-2.1652, -1.7897, -0.3903], [0.4507, 0.4162, 1.0128], [2.0330, -0.1119, -1.3723], [-0.7469, 0.2070, 0.8052], [-0.0377, -0.5017, 0.7428], [0.1462, 1.0554, 0.1821]], "spin_multiplicity": 5, "total_charge": -2, "relative_energy_kcal_mol": 10.0, "homo_lumo_gap_ev": [3.6680, 4.6490], "homo_ev": [1.5, -0.6], "max_force_ev_per_a": 3.00}



[2]
{"formula": "C12H17MnO4PS2", "method": "ωB97M-V with the def2-TZVPD basis set", "elements": ["Mn", "C", "C", "O", "P", "S", "S", "O", "C", "C", "H", "H", "H", "H", "H", "H", "H", "H", "H", "H", "C", "C", "O", "C", "C", "C", "C", "C", "C", "O", "H", "H", "H", "H", "H", "H", "H"], "positions_angstrom": [[-0.18491, 0.04498, 0.84490], [2.30502, 4.45813, -3.04060], [2.85662, 3.88702, -1.75215], [2.61098, 2.46286, -1.63991], [1.18574, 1.94499, -1.06165], [-0.61925, 2.10365, 0.49442], [1.67353, 0.04737, -0.44083], [0.28519, 1.85371, -2.38370], [0.30118, 0.80249, -3.36449], [1.39850, 0.99739, -4.38641], [2.57567, 5.51248, -3.12610], [1.21799, 4.37564, -3.07397], [2.71362, 3.92340, -3.89888], [2.42845, 4.39749, -0.88579], [3.93769, 4.00032, -1.70514], [-0.68310, 0.83738, -3.82749], [0.40744, -0.15363, -2.85117], [1.27482, 1.94389, -4.91512], [1.37015, 0.18594, -5.11641], [2.37696, 0.99534, -3.90565], [-0.81477, -1.01550, 4.89037], [-0.92821, -1.14010, 3.39788], [-0.47755, -0.17821, 2.73813], [-1.54065, -2.28646, 2.79005], [-2.17194, -3.26232, 3.60209], [-2.79168, -4.34919, 3.05631], [-2.78631, -4.50080, 1.65484], [-2.17480, -3.58620, 0.84336], [-1.53476, -2.44751, 1.38723], [-0.95046, -1.62764, 0.55463], [-0.24056, -0.12533, 5.12671], [-0.32954, -1.89440, 5.31479], [-1.80649, -0.93039, 5.33878], [-2.17076, -3.13724, 4.67637], [-3.27960, -5.07973, 3.68633], [-3.27639, -5.35902, 1.21020], [-2.15780, -3.70081, -0.23196]], "forces_ev_per_angstrom": [[-0.1871, -0.2418, 0.1827], [-0.0415, -0.0537, -0.0502], [0.0275, 0.0414, -0.0968], [-0.3345, 0.8711, 0.5367], [-0.9075, -1.7033, -0.0293], [1.6249, 0.2653, -0.8082], [-0.1649, 0.6297, 0.2401], [-0.1252, 0.3064, 0.0365], [0.0934, -0.0220, -0.0440], [0.0596, 0.0354, -0.0028], [0.0029, -0.0355, 0.0214], [0.0229, 0.0106, -0.0012], [0.0077, 0.0272, 0.0129], [0.0119, -0.0290, 0.0199], [0.0153, -0.0526, 0.0130], [-0.0224, 0.0202, -0.0056], [-0.0025, 0.0040, 0.0514], [-0.0068, -0.0239, 0.0063], [-0.0137, 0.0231, 0.0145], [-0.0050, -0.0311, -0.0182], [-0.0875, -0.0607, 0.0427], [-0.0568, 0.1340, -0.0598], [0.1726, -0.0067, -0.0121], [-0.0065, -0.0273, 0.3550], [0.0264, 0.0017, -0.0544], [0.0107, 0.0204, -0.0732], [-0.0406, -0.0521, -0.0064], [-0.0617, -0.0883, 0.0643], [0.2321, 0.1546, -0.4249], [-0.2876, -0.1635, 0.0758], [0.0132, 0.0155, -0.0144], [-0.0041, 0.0165, 0.0214], [0.0192, -0.0103, 0.0098], [-0.0003, 0.0128, -0.0077], [0.0029, -0.0043, -0.0144], [0.0180, 0.0047, 0.0146], [-0.0046, 0.0117, 0.0046]], "spin_multiplicity": 2, "total_charge": 0, "relative_energy_kcal_mol": 4.9, "homo_lumo_gap_ev": [7.5200, 6.7583], "homo_ev": [-8.1, -7.4], "max_force_ev_per_a": 1.93}



[3]
{"formula": "C12H17N", "method": "ωB97M-V with the def2-TZVPD basis set", "elements": ["C", "C", "C", "N", "C", "C", "C", "C", "C", "C", "H", "H", "H", "H", "H", "H", "H", "H", "H", "C", "C", "C", "H", "H", "H", "H", "H", "H", "H", "H"], "positions_angstrom": [[1.80738, 0.97481, -2.17989], [1.12537, 1.35236, -0.90712], [2.02203, 1.92697, 0.11902], [1.08221, 2.27590, 1.18510], [-0.18597, 2.06412, 0.80429], [-1.43395, 2.43501, 1.44774], [-2.55881, 2.02894, 0.82483], [-2.50872, 1.23603, -0.40075], [-1.32903, 0.87236, -0.90520], [-0.15444, 1.34099, -0.41157], [1.78399, 1.81399, -2.84540], [1.32984, 0.11227, -2.71725], [2.84066, 0.69568, -1.99082], [2.99042, 2.03058, 0.26935], [1.39258, 2.74473, 2.03198], [-1.63917, 2.98712, 2.35211], [-3.53179, 2.17884, 1.23157], [-3.35537, 0.90510, -1.07234], [-1.35633, 0.18278, -1.62616], [0.92910, -2.95523, -0.50479], [-0.39002, -2.65279, 0.15594], [-0.15981, -2.54018, 1.60952], [1.61164, -2.01582, -0.58510], [0.74497, -3.10403, -1.57310], [1.43178, -3.86960, -0.14130], [-0.94374, -1.79976, -0.29127], [-1.07317, -3.51876, 0.07083], [0.50994, -3.33598, 2.07275], [0.15914, -1.60786, 1.89610], [-1.14074, -2.75859, 2.08092]], "forces_ev_per_angstrom": [[-1.1076, -1.5434, -0.5426], [5.9476, 0.9837, 2.3083], [-9.8688, -1.4078, -0.5570], [2.9967, 0.6000, -0.8807], [-1.1550, 0.0511, 1.0552], [0.9022, -0.6076, -0.5920], [-0.8293, -1.5292, -2.4537], [-1.8402, 0.5300, 0.6081], [-0.6704, 1.0582, 0.7987], [0.1829, 1.4773, 1.3984], [0.0807, 0.4434, -0.5924], [0.3187, 0.6955, 0.4756], [0.0518, 0.0552, -0.0090], [4.2784, 0.4197, 0.3210], [-0.4080, -0.1340, -0.4283], [0.9853, 0.0922, 0.2862], [-0.4671, 0.5003, 0.3881], [0.3791, 0.5017, 1.7033], [0.2179, -2.2360, -3.2923], [0.8894, 1.5179, -2.2670], [-0.1821, -1.1611, -0.5038], [-1.6106, -2.6352, 1.8973], [-0.8103, -1.6405, 0.8777], [0.0392, -0.3894, -0.1342], [-0.1182, 0.7351, 0.1303], [0.6038, -0.3243, 0.4055], [0.3172, 0.2017, -0.5633], [-0.5095, 0.9473, -0.9743], [0.9215, 2.2624, 0.8648], [0.4647, 0.5358, 0.2721]], "smiles": "Cc1c[nH]c2ccccc12.CCC", "total_charge": 0, "relative_energy_kcal_mol": 54.9, "homo_lumo_gap_ev": 8.6790, "homo_ev": -7.7, "max_force_ev_per_a": 9.98}



[4]
{"formula": "C12H17N", "method": "ωB97M-V with the def2-TZVPD basis set", "elements": ["C", "C", "C", "N", "C", "C", "C", "C", "C", "C", "H", "H", "H", "H", "H", "H", "H", "H", "H", "C", "C", "C", "H", "H", "H", "H", "H", "H", "H", "H"], "positions_angstrom": [[2.56938, -3.43555, 0.24261], [1.28388, -2.62489, 0.14424], [0.12002, -2.81565, 0.95624], [-0.87738, -1.81514, 0.54202], [-0.38877, -1.19131, -0.62601], [-1.04694, -0.27603, -1.44470], [-0.45718, 0.21686, -2.58933], [0.87936, -0.09994, -2.81647], [1.52168, -0.98642, -1.95706], [1.00216, -1.63854, -0.85441], [3.20615, -2.95356, -0.34120], [2.35315, -4.32209, -0.31298], [2.83825, -3.62203, 1.30953], [-0.12136, -3.45724, 1.72993], [-1.85747, -1.96018, 0.80351], [-1.99702, -0.20162, -1.33498], [-1.05375, 0.71860, -3.27613], [1.44915, 0.42099, -3.63161], [2.57201, -1.33230, -2.21507], [0.23804, 3.16038, 1.63677], [-1.24822, 2.90182, 1.87946], [-2.26148, 2.47270, 0.86794], [0.75608, 3.51769, 2.51817], [0.76210, 2.40860, 1.18719], [0.33675, 3.94207, 0.94825], [-1.59385, 3.87799, 2.28012], [-1.11257, 2.06406, 2.70446], [-2.15522, 1.59227, 0.21441], [-2.39436, 3.13039, -0.02002], [-3.32261, 2.30807, 1.45513]], "forces_ev_per_angstrom": [[-4.0426, -1.0074, 2.5033], [-1.6906, -1.1320, 1.9834], [1.0374, 4.1991, -4.2690], [1.7078, -1.9014, -0.3108], [1.1541, -0.7900, 1.4027], [5.0524, -1.6456, -0.7771], [1.1201, -1.1205, 1.4632], [0.7116, 0.5176, -0.2503], [3.5213, -1.1236, -1.1361], [-4.4904, 1.5871, 0.6359], [3.6528, 2.1886, -1.8481], [0.1087, -1.1767, 0.0937], [0.1888, 0.1024, -1.1359], [-0.1220, -1.1240, 1.3844], [0.7184, 0.3908, -0.4508], [-6.2003, 0.9494, 0.9263], [-0.7201, 1.1728, -1.0918], [-0.6057, -0.9593, 0.7759], [-1.1004, 0.8674, 0.0778], [-1.4118, 1.4992, -0.0070], [1.4434, -1.2055, 2.7420], [-2.9439, -0.7046, -0.9428], [-0.1370, -0.2694, 0.4242], [1.3049, -2.5348, -0.8224], [0.1772, 1.5756, -1.2274], [-0.1832, -0.8930, 0.3988], [-1.2877, 1.7424, -1.1264], [0.7239, -0.5634, 1.1805], [-0.1971, 0.7260, 1.0920], [2.5100, 0.6329, -1.6881]], "smiles": "Cc1c[nH]c2ccccc12.CCC", "total_charge": 0, "relative_energy_kcal_mol": 69.5, "homo_lumo_gap_ev": 8.7393, "homo_ev": -7.8, "max_force_ev_per_a": 6.34}